## 1
Formula: C5H5NO2
Source: the OMol25 dataset
Level of theory: the ωB97M-V functional and the def2-TZVPD basis

Output
highest occupied orbital energy: -9.487 eV
E_LUMO: -0.41 eV
frontier orbital gap: 9.078 eV
SMILES string: CC(=O)c1ncco1

```
! wB97M-V def2-TZVPD RIJCOSX def2/J DEFGRID3
* xyz 0 1
O 0.71003 1.04536 -0.12036
C 2.03478 0.83348 -0.11253
H -1.92707 1.78678 -0.59182
C 2.13072 -0.59438 0.09728
C -2.12259 1.07749 0.12005
H -1.98022 1.77437 1.15069
H 3.06217 -1.26557 0.11819
O -2.01894 -1.30772 -0.12240
C -1.35628 -0.20680 -0.00440
C 0.12111 -0.16766 0.02786
N 0.96769 -1.15098 0.09722
H 2.76217 1.35924 -0.02403
H -3.06598 0.84825 -0.16104
*
```

Results of the Mulliken charge analysis, in e, for atoms 1 through 8: atom 1 (O): -0.284, atom 2 (C): -0.551, atom 3 (H): 0.374, atom 4 (C): -0.083, atom 5 (C): -1.190, atom 6 (H): 0.249, atom 7 (H): 0.331, atom 8 (O): -0.569

---

## 2
Formula: C5H5NO2
Source: the OMol25 dataset
Level of theory: the ωB97M-V functional and the def2-TZVPD basis

Output
highest occupied orbital energy: -8.009 eV
E_LUMO: 0.06 eV
frontier orbital gap: 8.068 eV
SMILES string: O=C1C=CN/C1=C/O

```
! wB97M-V def2-TZVPD RIJCOSX def2/J DEFGRID3
* xyz 0 1
H 1.99365 -1.02996 0.47438
C 0.37899 0.36300 0.25645
H -0.70274 -1.46806 -2.49590
H 1.10796 0.09595 2.38927
C 1.33071 -0.69675 -1.46454
C -0.04878 -0.95121 -1.79284
N 1.59117 -0.21245 -0.24374
C -0.63084 -0.02051 -0.62055
O -1.81773 0.29523 -0.52455
H -0.58742 1.35012 2.95412
O -0.95620 0.78715 2.07570
H 1.94557 -1.19844 -2.10730
C 0.18596 0.48523 1.63522
*
```

Results of the Mulliken charge analysis, in e, for atoms 1 through 8: atom 1 (H): 0.333, atom 2 (C): -0.027, atom 3 (H): 0.394, atom 4 (H): 0.175, atom 5 (C): -0.482, atom 6 (C): -0.446, atom 7 (N): -0.379, atom 8 (C): 0.686

---

## 3
Formula: C5H5NO2
Source: the OMol25 dataset
Level of theory: the ωB97M-V functional and the def2-TZVPD basis

Output
highest occupied orbital energy: -10.139 eV
E_LUMO: -1.22 eV
frontier orbital gap: 8.921 eV

```
! wB97M-V def2-TZVPD RIJCOSX def2/J DEFGRID3
* xyz 0 1
C 0.92462 0.10556 0.31533
N 1.47111 1.34655 0.15685
H -0.79931 -1.33140 1.30746
H 0.48123 3.10138 -0.08513
C -1.24592 -1.18902 0.08124
C -0.84261 1.40448 -0.11876
H -1.70152 2.03621 -0.44721
O 1.47435 -0.83940 0.82865
O -1.09858 -2.17047 -1.02478
C 0.42402 1.99716 -0.01891
H -0.17948 -2.39349 -0.98547
C -0.67598 0.11994 -0.21862
H -2.60972 -1.38829 0.43967
*
```

Results of the Mulliken charge analysis, in e, for atoms 1 through 8: atom 1 (C): 0.486, atom 2 (N): -0.534, atom 3 (H): 0.224, atom 4 (H): 0.386, atom 5 (C): -0.422, atom 6 (C): -0.516, atom 7 (H): 0.331, atom 8 (O): -0.480

---

Most stable: 1 (next structure +0.0578 hartree)

---

## 1
Formula: C36H99N9O9
Source: the OMol25 dataset
Level of theory: the ωB97M-V functional and the def2-TZVPD basis

Output
highest occupied orbital energy: -8.627 eV
E_LUMO: 0.54 eV
frontier orbital gap: 9.170 eV
SMILES string: COC[C@H](C)N.COC[C@H](C)N.COC[C@H](C)N.COC[C@H](C)N.COC[C@H](C)N.COC[C@H](C)N.COC[C@H](C)N.COC[C@H](C)N.COC[C@H](C)N

```
! wB97M-V def2-TZVPD RIJCOSX def2/J DEFGRID3
* xyz 0 1
H -5.21609 2.35708 -2.90930
H 3.24001 0.86948 4.44359
H 0.15400 3.29749 -5.72075
H 0.65981 1.88453 0.28779
H 3.76990 -1.08338 5.75697
H -3.71259 -4.32908 0.98881
H -2.98738 1.50594 -5.98733
O 0.19157 2.74762 -3.24815
C -2.38012 4.22729 6.62367
H -5.96464 3.92074 1.85447
N 0.71718 -0.71455 2.75150
H 2.37599 -2.08685 -1.82077
H -2.48018 1.37568 0.37935
O 4.55093 -3.69116 -3.72721
H -1.75005 -0.42363 6.53274
H -3.33213 3.91360 0.35646
H 2.39034 -0.62179 0.52947
H -3.20887 4.03202 7.30422
C 4.19751 1.14189 -1.30550
H -0.99893 -6.39852 -0.16167
H -5.52300 4.88158 -1.01465
H 4.90264 -2.25926 5.09033
H 5.68984 -3.60688 -1.75658
H 4.00637 -2.11527 2.16557
H -3.45373 3.54113 2.01764
H 0.33904 -0.10203 3.45997
C 3.96165 -4.85793 -2.99739
H -3.99899 3.76735 3.92027
H 5.32013 -0.02752 4.03433
H 3.45123 -7.02136 -1.52786
H 3.89969 5.37960 -0.71455
H -2.18729 5.26263 6.34261
H 2.46521 0.30928 -1.80238
O 6.08756 -1.72818 2.42787
O -4.39182 2.23529 0.77882
C 0.70762 1.35001 1.23653
C -2.54848 3.52614 5.40406
H -4.93610 -4.48413 -0.30221
H 1.60470 3.36179 -2.01480
H 2.97298 4.72214 0.56273
C -5.77563 1.47446 -3.21913
H 2.74142 -3.64397 -4.88338
H 3.71753 -5.60179 -3.75579
H -2.61694 -2.29233 -3.16863
H -6.97512 0.84683 -1.03826
H 3.99379 0.74555 -0.31077
H 0.64114 -2.54014 -1.61683
H -2.71329 1.73826 4.43841
H -3.27259 1.56902 6.10875
C -1.23044 2.71800 -3.43003
H 0.11636 1.99752 1.88403
C 4.04333 -6.26904 -1.00678
C -0.96095 -5.48094 0.42546
H 5.88608 -5.85027 -2.26232
C -2.32101 -1.38837 -3.70097
O -1.18312 1.43596 5.90437
N 5.26666 -4.26118 -1.11401
C -6.05815 4.63752 -0.09697
C 3.62476 -3.05713 -4.63153
C -0.89835 3.11980 -5.94234
H -1.86588 3.90414 4.64296
N -5.05072 5.76650 1.89208
H -5.46645 1.33526 -0.52473
H -1.71232 3.68228 -3.26857
C -1.68960 -4.40433 -0.55301
H 1.24668 -2.07443 0.60401
C 4.72251 2.62593 -1.14253
H 0.79681 -5.79670 1.25552
H -1.06381 2.89119 -6.99518
H -0.39153 -0.53380 5.61307
C -2.48156 1.97340 5.47721
H -0.95998 1.11356 -5.05595
O 3.59341 3.25688 -0.54678
H 3.24181 -2.15003 -4.16396
H -5.56817 1.22007 -4.25852
H -4.04179 4.98193 4.98616
H 0.84622 -5.43386 -0.28953
C -4.02002 3.48916 1.08774
H -6.94730 5.26589 -0.04551
H -6.78282 1.88989 -3.18609
H 4.41918 -3.71188 -1.12622
H -1.32402 -1.15673 -3.32620
H 5.20842 -0.70430 -2.03081
H 7.58389 -2.79761 1.42806
H -1.46285 4.00211 -5.64073
C -5.41951 0.28700 -2.32197
N 0.48163 -5.10313 0.59240
N 3.40140 0.42241 3.55243
C 1.34258 -1.74267 -1.86205
N -2.81184 1.91590 -5.08111
C 5.35319 0.36805 -1.89965
H 1.07772 -1.44872 -2.87770
C -3.33964 1.27392 1.04197
C 0.44894 -0.17275 1.33187
H 4.60549 -6.87089 -0.29274
H 3.28057 -5.65706 -0.52534
H 1.72411 -0.68100 2.82266
H -3.11117 1.23975 2.10721
H 5.06533 3.17906 -2.01696
C 6.50128 -2.77195 1.55217
H -6.49719 3.66919 -0.33712
H -6.13458 -0.49542 -2.57610
H 3.01169 -4.56102 -2.55294
H -4.03490 -1.03292 -1.63368
H -1.07020 -4.45475 -1.44851
H -1.41493 3.89561 7.00641
H -3.08041 1.15702 -4.47114
C -5.27300 4.45394 1.20223
H 1.71716 1.64629 1.52142
C 4.42492 -0.56576 3.72289
H 5.87635 0.84430 -2.72886
O -2.99288 -4.78560 -0.90265
H 0.01133 4.00351 -1.59683
N -5.99124 0.62058 -1.00838
H -3.40231 0.60436 -1.72913
C -3.99878 -0.13960 -2.25719
C 4.12674 -1.53827 4.83293
C -3.94239 -4.11117 -0.05417
O 0.91534 -0.76166 -0.92832
H 6.02094 -2.59500 0.58985
H -2.40540 -6.22782 1.73879
H 4.79942 4.49971 0.54188
H 4.59108 -0.56987 1.68708
N 3.08927 1.00587 -2.18372
H 3.70998 1.26264 3.08458
H -0.82013 -6.04809 2.51298
H -1.70141 -4.58386 2.11613
H 6.09834 0.30119 -1.10694
H -4.62783 6.24227 1.10792
H -4.10779 -3.06300 -0.30335
C 4.73298 -1.34909 2.43594
H -1.62939 2.19942 -2.55824
H 5.65065 2.75190 -0.58503
H 2.49373 1.81866 -2.11443
C 4.95315 -5.40096 -1.92192
H -0.59531 -0.36893 1.08867
H -1.70545 -3.42864 -0.06735
C -1.32635 0.02632 5.63489
H -3.83761 0.39101 0.64123
H 4.27194 -2.83955 -5.48119
C 0.68293 3.77495 -2.42437
H 3.28464 -2.07861 4.40050
C -1.38360 2.10613 -4.90283
H 6.03556 -3.71222 1.84731
H -1.80306 -0.25197 4.69500
H -2.34770 -1.54183 -4.77978
N -3.84225 3.99638 4.89140
C 3.87026 4.53435 -0.02695
H 1.07527 4.67354 -2.90051
C -1.51079 -5.60756 1.79394
O -3.42845 -0.40015 -3.61592
H -5.95613 6.21377 1.90859
C 1.37734 -1.00841 0.41792
*
```

Results of the Mulliken charge analysis, in e, for atoms 1 through 8: atom 1 (H): 0.275, atom 2 (H): 0.235, atom 3 (H): 0.240, atom 4 (H): 0.077, atom 5 (H): 0.384, atom 6 (H): 0.253, atom 7 (H): 0.282, atom 8 (O): -0.318

---

## 2
Formula: C36H99N9O9
Source: the OMol25 dataset
Level of theory: the ωB97M-V functional and the def2-TZVPD basis

Output
highest occupied orbital energy: -8.715 eV
E_LUMO: 0.28 eV
frontier orbital gap: 8.993 eV
SMILES string: COC[C@H](C)N.COC[C@H](C)N.COC[C@H](C)N.COC[C@H](C)N.COC[C@H](C)N.COC[C@H](C)N.COC[C@H](C)N.COC[C@H](C)N.COC[C@H](C)N

```
! wB97M-V def2-TZVPD RIJCOSX def2/J DEFGRID3
* xyz 0 1
H -3.79248 2.89467 -3.96313
H 2.28757 -4.91819 2.88974
H 2.41955 1.07499 -1.94712
H -3.41087 -4.89492 -0.83582
H -1.99562 -3.21521 5.05632
H 1.37066 4.94712 -1.14192
H 2.96305 -3.08422 0.17290
H 1.01350 -0.53716 -4.78393
C 0.40222 -1.28674 1.27446
H -7.12329 -2.17652 1.22891
H -4.64302 -1.26912 -4.25479
H 0.14640 -4.53220 3.73378
H -2.23177 0.74544 -2.06246
H -1.45993 -4.38677 -2.72856
N 1.53941 2.59208 7.72555
H 0.63790 0.87803 -5.72792
C 4.91374 -2.88196 -1.51864
H 3.19499 2.01659 0.16279
C -6.15187 -0.81382 -0.68675
H -2.25625 3.81775 -4.06417
H -2.33440 -1.90967 -2.24018
C 3.58187 -3.97983 0.09852
H -1.96906 2.33842 -1.20296
H -5.63655 -0.52134 -1.60557
H -3.82842 -2.49539 -2.17821
N -1.75841 -3.95955 5.70327
C -2.90749 -2.70517 -2.72568
N -2.49060 -4.55160 -1.07415
H -7.22108 -0.63243 -0.81350
H -0.12225 3.98050 -1.59926
H 2.37559 0.52980 2.26885
C -6.86417 -2.95476 0.50592
C -3.29336 3.83816 -3.72975
H 6.56173 2.69747 -2.13232
H -4.32662 -5.20840 -2.89430
H 0.66664 -0.36756 6.07371
C 0.48770 -3.72978 4.39204
H 7.15882 -2.75862 -0.20890
C -3.33664 -5.09218 -3.34251
H 5.74121 3.97417 -1.27061
H 6.27176 1.89910 0.16061
H 3.65986 5.36876 1.50837
H 1.80547 -1.68367 8.42271
C 3.37295 4.31786 1.55966
H 6.28428 -1.67582 -2.76288
O -4.23632 4.70861 -4.29292
H -0.58507 -5.82686 7.14828
C 7.02394 -3.66910 -2.60125
H 0.47388 3.27974 -4.24934
H -2.21287 -3.62397 6.54202
H 3.61456 3.92944 2.55066
H 1.15171 0.12304 -2.27874
H 0.80561 0.42077 2.85288
O 4.89004 -3.66094 -0.37200
H -2.73237 6.21160 -4.08587
H 3.21947 -4.69524 -0.64221
H 6.95215 -4.46187 -1.85283
H 2.48611 -2.31321 6.86285
O 1.64699 3.30758 -2.47142
O -5.75230 0.06180 0.36898
O -0.80882 0.55957 -0.75816
H -6.89868 1.84897 -0.10763
H -3.34772 -0.25824 -4.35795
N -4.67124 8.39447 -4.90806
C 0.68176 0.49960 -4.70638
H 2.58078 -5.61038 4.45058
H 1.45119 2.12877 8.62223
H -0.20489 2.06460 6.84846
H -3.46170 -4.79789 -4.38378
H -2.97657 7.18175 -6.89222
H 0.50437 5.07426 -2.66515
H -5.19526 1.69065 -0.51426
H 2.58057 1.42220 -4.35683
C 0.87439 0.12184 0.90964
H 0.03360 -1.78546 0.37726
H 6.61854 -1.18374 -0.45947
H 8.05628 -3.49942 -2.90386
H 0.66176 1.95008 4.54810
C 1.63497 1.32470 -3.82273
H 6.53471 -4.19765 -3.42164
C 5.37484 1.99813 -0.45204
H -2.83464 0.87286 -0.51134
H -3.90880 8.72063 -4.32790
H 1.25819 -1.69654 1.80812
H 0.05353 -3.26011 6.45981
H 0.47164 0.01452 7.89107
C -5.80110 -2.30991 -0.39556
H -3.88217 -2.16768 -0.56880
C 6.31290 -2.48351 -2.03101
H -0.11120 2.32438 -3.03531
H 4.35590 1.80134 1.36133
C 0.96821 0.22197 6.94153
C -2.01193 1.25280 -1.12129
H -3.46269 3.87152 -2.65020
H -4.11368 6.47821 -3.17571
O 1.87629 -3.63996 4.47795
O -2.82213 -2.37011 -4.15436
H 3.63583 -4.49079 1.05825
N 7.09317 -1.98363 -0.85373
H 4.80308 2.96800 -2.29227
H -5.54050 6.59670 -5.39236
H 2.29852 4.19661 1.41653
H 2.33602 1.92384 5.18526
H -4.73813 6.87351 -7.47780
H -5.58811 2.01003 1.10620
H -3.62229 -1.41369 -5.68114
H -0.00342 2.04572 0.25893
C -0.29169 -4.01795 5.75384
N 1.99419 0.51911 -2.67711
H -5.90722 -2.78813 -1.37040
C 2.66474 -4.67938 3.88494
H 2.54691 2.66999 7.66984
C 0.82721 1.74997 6.69005
H -1.05131 1.01286 1.26353
C -2.50349 -4.14996 -2.51453
H -7.86249 -3.00904 0.06780
H -5.46515 8.59163 -4.31393
H -2.99733 -6.12739 -3.39553
C -3.81766 6.11830 -4.16368
C 2.52167 -1.52365 7.61534
C 0.85213 4.36963 -1.90455
C -0.31582 1.01721 0.45496
C 0.00035 -5.51935 6.28329
H 3.48904 -1.72635 8.07672
C 5.64316 2.93762 -1.59631
C 4.18091 2.38530 0.45364
H 5.86088 0.35874 -1.54596
C 0.85172 2.63334 -3.45330
H 1.37480 3.30076 5.48370
C -3.60488 -1.29378 -4.59806
C 1.30437 2.21623 5.38652
N 5.08224 0.69620 -0.99611
H 3.72683 -4.44418 3.92819
H -0.51862 -1.13279 1.84040
H -0.33815 0.36121 -4.34308
H 4.34646 -1.99733 -1.21556
N 1.40904 0.78837 2.12908
C -3.95048 6.71865 -6.74080
H -3.82058 5.64631 -6.90269
H 0.01788 -6.19324 5.42807
O 2.34850 -0.17421 7.08301
C -4.51637 6.96021 -5.30244
N -4.45570 -2.34886 0.24816
H 1.75556 0.03702 0.27213
H 1.00697 -5.50737 6.70865
H -4.40907 -1.40617 0.62159
H 4.28464 0.74649 -1.61531
H -2.15984 -3.86749 -0.41004
H 4.37532 -3.31978 -2.36471
C -5.94695 1.44923 0.24412
H -6.61312 -3.86866 1.04054
O 4.32075 3.81367 0.60274
H 0.26613 -2.76620 3.92975
*
```

Results of the Mulliken charge analysis, in e, for atoms 1 through 8: atom 1 (H): 0.249, atom 2 (H): 0.247, atom 3 (H): -0.025, atom 4 (H): 0.262, atom 5 (H): 0.222, atom 6 (H): 0.252, atom 7 (H): 0.034, atom 8 (H): 0.447

---

Most stable: 2 (next structure +0.0258 hartree)

---

## 1
Formula: C6H14Si
Source: the OMol25 dataset
Level of theory: the ωB97M-V functional and the def2-TZVPD basis

Output
highest occupied orbital energy: -7.468 eV
E_LUMO: 0.63 eV
frontier orbital gap: 8.102 eV

```
! wB97M-V def2-TZVPD RIJCOSX def2/J DEFGRID3
* xyz 0 1
C 1.83364 -0.17823 0.05176
C -2.09841 -0.53973 0.33765
H -2.34142 -2.54649 1.11524
C -1.01831 2.17345 -0.98459
H 2.93006 -1.37998 -1.48120
H 2.23937 0.55890 1.97204
C 2.14975 -0.53260 -1.35514
H 1.14408 -0.97721 -1.70324
Si -0.87786 0.85190 0.31787
C -1.57820 -1.76989 1.04996
H 2.60631 0.19685 -1.91890
H -0.30825 2.91725 -0.81074
H -0.58936 1.17576 1.73174
H 3.68183 -0.11097 1.17735
H -2.10246 2.73759 -1.11757
H -0.81419 -2.32294 0.44483
H -2.63975 -0.70740 -0.65137
H -1.14654 -1.38495 2.01659
H -0.76717 1.78658 -1.98207
H -2.99692 -0.05244 0.80056
C 2.69381 0.10457 0.98923
*
```

Results of the Mulliken charge analysis, in e, for atoms 1 through 8: atom 1 (C): 0.149, atom 2 (C): -0.476, atom 3 (H): 0.359, atom 4 (C): -0.951, atom 5 (H): 0.324, atom 6 (H): 0.108, atom 7 (C): -1.010, atom 8 (H): 0.206

---

## 2
Formula: C6H14Si
Source: the OMol25 dataset
Level of theory: the ωB97M-V functional and the def2-TZVPD basis

Output
highest occupied orbital energy: -8.768 eV
E_LUMO: 0.85 eV
frontier orbital gap: 9.618 eV

```
! wB97M-V def2-TZVPD RIJCOSX def2/J DEFGRID3
* xyz 0 1
H -0.03644 1.46717 1.19608
H -2.61196 -0.13136 -2.02173
Si -1.94073 -0.98024 -1.13111
H 0.15914 -1.51718 0.71781
H -0.84448 1.65800 -2.03252
H 2.59315 0.68628 0.48974
H -1.59092 1.67466 0.51224
H -1.41496 -2.08618 -2.04489
C 2.00067 0.08667 1.08663
H -2.51240 -1.84312 -0.06435
H -1.04608 0.12034 1.46229
C -0.13093 0.98608 -1.71634
H 1.33076 -0.81678 2.83048
H 0.99720 -1.41983 -0.88104
H 2.85847 0.29350 3.05634
H 0.79969 1.54582 -1.51338
C 0.53643 -0.87297 -0.03963
C -0.46588 0.09689 -0.45516
H 0.08067 0.36425 -2.59187
C 2.12556 -0.19944 2.34407
C -0.88696 0.88742 0.79637
*
```

Results of the Mulliken charge analysis, in e, for atoms 1 through 8: atom 1 (H): 0.323, atom 2 (H): -0.170, atom 3 (Si): 0.490, atom 4 (H): 0.516, atom 5 (H): 0.484, atom 6 (H): 0.347, atom 7 (H): 0.429, atom 8 (H): -0.123

---

Most stable: 2 (next structure +0.0213 hartree)